112
Properties=species:S:1:pos:R:3 method="wB97M-V/def2-TZVPD" total_charge=+1 homo_ev=-9.84 relative_energy_kcal_mol=0.00
Bi -1.567 -1.126 -0.874
C 2.674 -1.486 1.800
N 2.634 -2.627 0.891
C 3.875 -3.387 0.824
P 1.267 -3.012 0.101
O 0.508 -1.733 -0.147
O 0.394 -3.987 1.013
P -1.113 -3.933 1.607
O -2.066 -3.236 0.714
N -1.402 -5.527 1.781
C -0.420 -6.520 2.199
C -2.789 -5.909 2.056
N -1.004 -3.145 3.040
C -0.066 -3.594 4.061
C -1.352 -1.729 3.134
N 1.666 -3.920 -1.173
C 2.327 -3.227 -2.286
C 0.990 -5.164 -1.552
H 3.443 -0.778 1.483
H 2.909 -1.818 2.815
H 1.717 -0.968 1.806
H 4.678 -2.755 0.440
H 3.760 -4.246 0.169
H 4.157 -3.739 1.818
H 0.587 -6.199 1.948
H -0.621 -7.455 1.674
H -0.479 -6.716 3.274
H -3.469 -5.157 1.663
H -2.965 -6.030 3.128
H -2.997 -6.855 1.556
H 0.262 -4.612 3.870
H -0.539 -3.568 5.044
H 0.819 -2.951 4.084
H -2.165 -1.495 2.451
H -0.497 -1.081 2.909
H -1.688 -1.515 4.150
H 2.709 -2.259 -1.961
H 1.624 -3.063 -3.104
H 3.164 -3.827 -2.647
H 0.583 -5.660 -0.678
H 1.723 -5.825 -2.017
H 0.183 -4.966 -2.258
Cl -0.037 -3.316 -7.273
C -0.200 -2.350 -5.858
C 0.178 -1.011 -5.878
Cl 0.818 -0.303 -7.310
C 0.028 -0.236 -4.727
Cl 0.473 1.434 -4.698
C -0.479 -0.794 -3.564
O -0.644 -0.068 -2.449
C -0.829 -2.156 -3.526
O -1.261 -2.661 -2.370
C -0.710 -2.914 -4.686
Cl -1.215 -4.563 -4.636
I -5.080 -0.414 0.617
C -5.161 -1.581 -1.150
I -4.136 -0.703 -2.799
H -6.198 -1.695 -1.439
H -4.695 -2.539 -0.952
O -0.969 0.879 0.217
P -0.304 2.260 0.240
C -1.680 3.450 0.148
C -2.580 3.145 -1.077
C -2.221 3.941 -2.330
C -2.150 5.462 -2.068
C -2.269 5.807 -0.585
C -1.341 4.953 0.278
C 0.751 2.358 -1.247
C 1.241 3.693 -1.830
C 2.555 4.204 -1.252
C 3.638 3.129 -1.313
C 3.190 1.835 -0.637
C 1.883 1.314 -1.234
C 0.581 2.251 1.850
C 1.578 3.339 2.279
C 0.962 4.538 2.993
C 0.091 4.094 4.162
C -0.997 3.141 3.681
C -0.400 1.913 2.995
H -2.250 3.141 1.032
H -3.609 3.375 -0.791
H -2.564 2.076 -1.297
H -2.967 3.726 -3.097
H -1.277 3.579 -2.736
H -2.938 5.977 -2.619
H -1.206 5.860 -2.450
H -3.299 5.664 -0.248
H -2.039 6.863 -0.429
H -1.444 5.257 1.320
H -0.303 5.160 0.002
H -0.006 1.967 -1.939
H 0.472 4.459 -1.774
H 1.397 3.501 -2.898
H 2.409 4.539 -0.222
H 2.875 5.085 -1.811
H 4.566 3.495 -0.870
H 3.853 2.914 -2.366
H 3.076 2.002 0.437
H 3.964 1.073 -0.752
H 1.556 0.401 -0.737
H 2.063 1.043 -2.281
H 1.168 1.341 1.657
H 2.180 3.672 1.438
H 2.274 2.857 2.974
H 0.362 5.122 2.294
H 1.763 5.194 3.338
H -0.348 4.957 4.664
H 0.716 3.580 4.902
H -1.659 3.676 2.994
H -1.617 2.814 4.517
H -1.188 1.253 2.627
H 0.159 1.344 3.746